{
  "formula": "C59H32BiF15GeN7O4S",
  "method": "ωB97M-V/def2-TZVPD",
  "lumo_ha": -0.1354,
  "charge": 1,
  "orbital_gap_ev": 6.75,
  "elements": ["Bi", "O", "C", "O", "C", "C", "C", "N", "C", "C", "C", "C", "C", "C", "C", "N", "C", "C", "C", "C", "C", "N", "H", "H", "H", "H", "H", "H", "H", "H", "H", "H", "C", "O", "C", "N", "C", "C", "C", "C", "C", "C", "C", "C", "C", "C", "C", "C", "N", "C", "N", "C", "C", "O", "C", "C", "C", "C", "C", "C", "H", "H", "H", "H", "H", "H", "H", "H", "H", "H", "H", "H", "H", "H", "H", "H", "H", "H", "H", "C", "C", "N", "H", "H", "H", "F", "C", "C", "C", "F", "C", "F", "C", "F", "C", "F", "Ge", "S", "C", "C", "F", "C", "F", "C", "F", "C", "F", "C", "F", "C", "C", "F", "C", "F", "C", "F", "C", "F", "C", "F"],
  "positions_angstrom": [[0.226, -0.063, 0.061], [5.381, -1.802, -3.787], [5.938, -1.777, -2.641], [7.066, -1.964, -2.221], [4.706, -1.375, -1.788], [3.757, -2.339, -1.408], [2.507, -1.952, -1.016], [2.182, -0.641, -0.886], [3.056, 0.306, -1.308], [4.305, -0.032, -1.746], [2.564, 1.710, -1.341], [3.356, 2.783, -1.708], [2.795, 4.050, -1.743], [1.461, 4.224, -1.416], [0.731, 3.109, -1.045], [1.278, 1.895, -1.013], [1.381, -2.917, -0.871], [1.498, -4.272, -1.148], [0.358, -5.054, -1.196], [-0.883, -4.474, -0.974], [-0.921, -3.135, -0.657], [0.183, -2.385, -0.605], [4.021, -3.385, -1.479], [4.981, 0.722, -2.126], [4.397, 2.645, -1.966], [3.405, 4.899, -2.025], [1.002, 5.204, -1.418], [-0.311, 3.174, -0.747], [2.466, -4.712, -1.335], [0.433, -6.114, -1.405], [-1.790, -5.061, -1.018], [-1.861, -2.635, -0.429], [-0.544, -1.213, -4.722], [-1.834, -0.993, -4.085], [-1.590, -0.475, -2.881], [-0.371, -0.322, -2.525], [0.484, -0.751, -3.660], [1.398, 0.318, -4.205], [2.676, -0.033, -4.624], [3.511, 0.921, -5.195], [3.066, 2.228, -5.352], [1.785, 2.579, -4.937], [0.952, 1.627, -4.367], [-2.796, -0.102, -2.094], [-4.057, -0.450, -2.551], [-5.156, -0.014, -1.833], [-4.962, 0.776, -0.714], [-3.661, 1.079, -0.326], [-2.597, 0.631, -0.994], [-3.443, 1.988, 0.835], [-2.342, 2.298, 1.395], [-2.699, 3.215, 2.522], [-4.167, 3.559, 2.239], [-4.578, 2.541, 1.300], [-1.794, 4.417, 2.702], [-0.418, 4.276, 2.575], [0.428, 5.349, 2.816], [-0.094, 6.581, 3.187], [-1.465, 6.720, 3.348], [-2.310, 5.641, 3.117], [-0.507, -0.607, -5.621], [-0.458, -2.264, -4.982], [1.094, -1.591, -3.326], [3.047, -1.049, -4.498], [4.507, 0.629, -5.512], [3.714, 2.970, -5.805], [1.429, 3.596, -5.060], [-0.049, 1.906, -4.051], [-4.165, -1.031, -3.458], [-6.158, -0.265, -2.156], [-5.797, 1.168, -0.149], [-2.611, 2.635, 3.443], [-4.272, 4.531, 1.758], [-4.817, 3.513, 3.106], [-0.015, 3.310, 2.310], [1.503, 5.214, 2.724], [0.564, 7.424, 3.369], [-1.881, 7.672, 3.662], [-3.376, 5.764, 3.284], [3.802, 1.291, 3.606], [2.935, 1.174, 2.441], [2.257, 1.063, 1.524], [3.732, 0.374, 4.193], [3.483, 2.131, 4.219], [4.833, 1.438, 3.292], [-3.140, -3.932, 4.886], [-2.340, -4.691, 4.125], [-1.280, -4.111, 3.446], [-0.470, -4.963, 2.721], [0.642, -4.492, 2.141], [-0.737, -6.311, 2.595], [0.038, -7.094, 1.838], [-1.819, -6.849, 3.261], [-2.082, -8.141, 3.159], [-2.617, -6.040, 4.049], [-3.634, -6.569, 4.718], [-0.889, -2.170, 3.660], [0.730, -1.286, 2.539], [-0.402, -2.317, 5.594], [0.837, -2.911, 5.817], [1.556, -3.347, 4.769], [1.366, -3.112, 7.073], [2.561, -3.675, 7.231], [0.631, -2.726, 8.177], [1.117, -2.903, 9.393], [-0.625, -2.184, 8.005], [-1.353, -1.853, 9.069], [-1.129, -1.998, 6.732], [-2.387, -1.545, 6.662], [-2.651, -1.282, 3.465], [-2.934, -0.144, 4.200], [-1.936, 0.511, 4.810], [-4.209, 0.365, 4.302], [-4.456, 1.466, 5.006], [-5.237, -0.253, 3.615], [-6.461, 0.241, 3.683], [-4.978, -1.340, 2.806], [-5.958, -1.883, 2.087], [-3.692, -1.831, 2.737], [-3.468, -2.865, 1.909]]
}